# 1
The following is a quantum chemistry calculation of a structure of composition C49H60N9O8STi in a non-equilibrium geometry, from the OMol25 dataset.

Positions of all 128 atoms, in Å:
Ti 0.05231 -1.12460 0.05105
C 5.89822 -1.91615 2.72261
C 5.26974 -0.89942 1.76884
C 4.16431 -1.44938 0.92843
C 4.22118 -1.87306 -0.36730
C 5.41807 -1.94868 -1.25916
C 5.97313 -3.36693 -1.40462
C 2.86190 -2.14768 -0.76837
N 1.98943 -1.85913 0.25055
C 2.77287 -1.47751 1.31030
C 2.30170 -1.19303 2.57396
C 0.95985 -1.14373 2.94912
C 0.52145 -0.74634 4.24844
C 1.39577 -0.31769 5.38298
C 1.69175 1.17993 5.25716
C -0.85012 -0.67051 4.19247
C -1.22032 -1.02353 2.85973
C -2.52643 -0.95642 2.37067
C -2.88469 -1.17614 1.06082
N -2.01140 -1.45459 0.03550
C -2.81271 -1.79675 -1.02774
C -2.36273 -2.26490 -2.23890
C -1.02787 -2.55227 -2.53511
N 0.03380 -2.39759 -1.67916
C 1.14178 -2.76954 -2.40864
C 2.47371 -2.62912 -1.99931
C 0.77157 -3.19730 -3.71722
C -0.59805 -3.05129 -3.79949
C -1.47946 -3.36952 -4.96364
C -2.11049 -4.75829 -4.83013
C 1.68804 -3.61763 -4.82250
C 2.13945 -2.40973 -5.65127
C -4.21186 -1.68006 -0.68379
C -4.25567 -1.27567 0.61433
C -5.46427 -1.04886 1.46177
C -5.82709 -2.30991 2.25233
C -5.35231 -2.05035 -1.57686
C -5.54896 -3.57005 -1.60310
N -0.11716 -1.36024 2.12375
C -1.78508 -0.28011 5.29398
C -2.37173 -1.49958 6.01148
H 6.66058 -1.44010 3.33909
H 6.36627 -2.72388 2.16610
H 5.14587 -2.34487 3.37923
H 6.05131 -0.50507 1.11678
H 4.87752 -0.05945 2.34371
H 6.20424 -1.30366 -0.85976
H 5.15381 -1.56266 -2.24777
H 6.33637 -3.73396 -0.44877
H 6.79897 -3.38245 -2.11400
H 5.20266 -4.04650 -1.75740
H 3.02729 -0.93824 3.33050
H 2.33283 -0.87798 5.38987
H 0.89082 -0.51721 6.33131
H 2.14992 1.38708 4.29311
H 2.35419 1.52191 6.05093
H 0.76499 1.74640 5.31639
H -3.30371 -0.70126 3.07401
H -3.09781 -2.44535 -3.00822
H 3.24394 -2.86469 -2.71681
H -0.90317 -3.32871 -5.89120
H -2.27083 -2.61997 -5.03836
H -1.33790 -5.52326 -4.78331
H -2.76190 -4.97124 -5.67740
H -2.69685 -4.81860 -3.91656
H 1.16960 -4.32567 -5.47342
H 2.56870 -4.12532 -4.42419
H 1.27655 -1.86603 -6.03334
H 2.74698 -2.72414 -6.49843
H 2.72959 -1.73258 -5.03943
H -6.30420 -0.76270 0.82437
H -5.28681 -0.22457 2.15492
H -6.06148 -3.12438 1.56951
H -6.69219 -2.13345 2.89201
H -4.98874 -2.61971 2.87487
H -5.16564 -1.69267 -2.59202
H -6.26513 -1.56699 -1.22075
H -4.63663 -4.06386 -1.93121
H -6.35876 -3.84697 -2.27621
H -5.78612 -3.93486 -0.60651
H -2.60176 0.31962 4.88605
H -1.25859 0.33712 6.02540
H -2.89731 -2.13825 5.30552
H -3.07196 -1.18562 6.78547
H -1.58233 -2.08539 6.47917
O 4.68996 1.90285 -0.68348
C 4.36032 1.58404 -1.92086
O 5.11390 1.75668 -2.85504
C 3.02358 0.98322 -2.12458
C 2.51667 0.53112 -3.33048
N 1.30479 0.00543 -3.09341
N 0.98266 0.06362 -1.80103
C 2.00039 0.66634 -1.18590
C 1.78765 0.96553 0.24917
O 2.62676 1.61017 0.89936
O 0.66630 0.55131 0.68919
H 3.93880 1.78827 -0.01633
H 2.96352 0.56938 -4.30323
H 0.67675 -0.44887 -3.74385
C 0.40010 8.91679 2.37545
C -0.50488 7.70726 2.30865
S -0.48884 7.06651 0.59327
O -1.00781 8.09433 -0.27082
O 0.83132 6.58534 0.28798
C -1.64783 5.65660 0.60701
C -1.89575 5.20396 -0.83577
N -1.86387 3.77410 -0.97158
C -0.74497 2.99888 -1.10557
N -1.04631 1.71616 -1.15762
C -2.39322 1.63240 -1.05714
C -2.93998 2.89982 -0.93843
N -4.27011 3.25928 -0.85666
O -4.57926 4.47670 -0.80664
O -5.11661 2.34213 -0.84574
C 0.60289 3.60443 -1.23118
H 0.37827 9.36792 3.36526
H 0.07938 9.65152 1.64084
H 1.42044 8.62352 2.14581
H -1.53637 7.96011 2.53380
H -0.15825 6.89923 2.94435
H -2.56297 5.98981 1.08835
H -1.16897 4.87338 1.19034
H -1.12796 5.64457 -1.47692
H -2.88152 5.54270 -1.16266
H -2.92279 0.70422 -1.11292
H 0.58587 4.45818 -1.90599
H 1.29638 2.86655 -1.61448
H 0.96670 3.95801 -0.26771

Properties
**LUMO (alpha / beta)**: 1.24 / 1.24 eV
**Net charge**: -1
**HOMO energy (alpha / beta)**: -2.4 / -2.4 eV

---

# 2
The following is a quantum chemistry calculation of a structure of composition C49H61MgN6O5P in a non-equilibrium geometry, from the OMol25 dataset.

Positions of all 123 atoms, in Å:
Mg -0.63071 0.36145 0.17770
C 3.63775 -0.56647 0.01799
C 3.93636 -0.54478 1.42415
C 2.99395 -0.19350 2.32221
C 1.64705 0.20425 1.90808
N 1.39716 0.16962 0.51559
C 2.36347 -0.22221 -0.32767
C 0.64581 0.57862 2.76572
C 0.69569 0.21632 4.17514
C -0.40722 0.15543 4.93927
C -1.71612 0.51003 4.39090
C -1.81236 1.02568 3.15918
C -0.64594 1.22831 2.26620
H 4.36072 -0.86946 -0.72585
H 4.93609 -0.78959 1.76738
H 3.24952 -0.13907 3.37105
H 2.07215 -0.24701 -1.37775
H 1.63781 -0.10317 4.60623
H -0.33239 -0.17624 5.96803
H -2.59964 0.40869 5.01159
H -2.77347 1.39938 2.81267
C 0.85806 5.83718 1.24833
C -0.49503 5.32636 1.76044
C -1.59176 5.82721 0.81580
C -0.74466 5.89598 3.16494
C -0.48842 3.84678 1.83527
C -0.54362 2.64937 2.00995
H 0.82800 6.92393 1.13331
H 1.10182 5.39500 0.28347
H 1.65754 5.58736 1.94919
H -1.65199 6.91718 0.86101
H -2.56258 5.41461 1.09492
H -1.37823 5.53842 -0.21452
H -0.79974 6.98781 3.13353
H 0.05862 5.60422 3.84206
H -1.68021 5.50983 3.57085
C -5.99682 -0.86379 -0.62244
C -5.14038 -1.72738 -1.51989
O -4.14664 -0.93938 -2.20600
P -2.69532 -0.75945 -1.51917
O -2.76411 0.66047 -0.71423
C -3.59470 1.78493 -1.17949
C -2.80377 3.05374 -1.30738
O -1.91260 -0.23126 -2.84867
C -1.84228 -1.06783 -4.01808
C -0.40229 -1.30462 -4.40549
H -6.75897 -1.47367 -0.13603
H -6.49490 -0.08526 -1.20035
H -5.40182 -0.38421 0.15583
H -5.73709 -2.19320 -2.30253
H -4.64769 -2.52269 -0.95415
H -4.36963 1.87938 -0.41901
H -4.06109 1.48129 -2.11502
H -2.21161 3.23057 -0.41129
H -3.50879 3.87898 -1.43202
H -2.13063 3.02688 -2.16044
H -2.38858 -0.55507 -4.81160
H -2.36506 -2.01043 -3.83213
H 0.10826 -0.36297 -4.59978
H -0.36615 -1.90479 -5.31683
H 0.13924 -1.83553 -3.62188
C 0.32165 -4.66763 -1.58666
C -0.24384 -3.41436 -1.39471
N 0.23303 -2.51637 -0.53755
C 1.27749 -2.87819 0.20272
C 1.88137 -4.12810 0.13465
C 1.41141 -5.02645 -0.81175
C 3.03767 -4.36755 1.01297
C 3.42258 -5.48548 1.61835
C 2.69492 -6.76110 1.75958
C 3.38051 -7.89573 2.17920
C 2.64445 -9.05187 2.35329
N 1.32988 -9.09750 2.14722
C 0.76942 -7.95380 1.76606
N 1.37451 -6.79026 1.56123
H -0.08560 -5.34188 -2.32764
H -1.12806 -3.12423 -1.95878
H 1.64778 -2.14087 0.90333
H 1.90297 -5.97937 -0.95239
H 3.66454 -3.49239 1.16660
H 4.36915 -5.45446 2.14846
H 4.44617 -7.87500 2.35878
H 3.12097 -9.97162 2.67432
H -0.30248 -7.97330 1.60610
C 4.14348 2.45202 -2.82866
N 3.07278 3.07511 -2.05362
N 1.79380 2.57439 -2.31204
C 1.10434 2.44986 -1.10633
O -0.07186 2.04636 -1.04548
C 2.00372 2.89216 -0.08517
C 3.18132 3.16976 -0.68442
C 4.49541 3.47915 -0.06047
C 1.17806 2.92143 -3.54391
C 1.70869 3.93681 -4.33204
C 1.09093 4.26967 -5.52861
C -0.06037 3.61280 -5.93574
C -0.58712 2.60971 -5.13401
C 0.02869 2.24958 -3.94551
H 3.79664 2.30417 -3.84798
H 4.43132 1.48767 -2.40021
H 5.00042 3.12194 -2.85065
H 1.76814 2.90808 0.96265
H 4.34234 3.78798 0.97111
H 5.01694 4.27316 -0.59574
H 5.12748 2.58851 -0.05322
H 2.58194 4.47893 -3.99802
H 1.51101 5.05913 -6.13822
H -0.54299 3.88149 -6.86558
H -1.49138 2.09373 -5.43363
H -0.38073 1.46765 -3.32659
C -1.89250 -2.90828 3.56116
C -3.26435 -2.43917 3.04257
C -2.97672 -2.06579 1.59311
O -1.63334 -1.61889 1.58579
C -0.91592 -2.51126 2.44690
H -1.86608 -3.98533 3.72742
H -1.63719 -2.40911 4.49353
H -3.58493 -1.55330 3.58685
H -4.03882 -3.20196 3.12395
H -3.60692 -1.25451 1.22764
H -3.08181 -2.93349 0.92459
H -0.03978 -1.97463 2.80391
H -0.60516 -3.39026 1.87299

Properties
**Relative energy (zero: lowest compared OMol25 entry of this formula, charge and spin)**: 0.0 kJ/mol
**LUMO**: -0.10 eV
**Net charge**: 0
**HOMO energy**: -4.5 eV

---

# 3
The following is a quantum chemistry calculation of a structure of composition C49H61N4O2SSc in a non-equilibrium geometry, from the OMol25 dataset.

Positions of all 118 atoms, in Å:
Sc -1.20606 0.55924 0.29004
C 5.98942 0.58215 -0.74830
C 5.40825 1.99964 -0.70048
C 5.54087 2.61614 -2.10407
C 6.20909 2.82700 0.31565
C 3.93991 2.01161 -0.31603
C 3.23287 0.86805 -0.06182
C 1.83629 0.92116 0.14991
N 0.96055 -0.09076 0.19742
C 1.12029 -1.41286 0.07544
C 2.24957 -2.18692 -0.25679
C 2.24375 -3.54752 -0.08317
C 1.09028 -4.15298 0.48605
C -0.07958 -3.47786 0.73465
C -0.13566 -2.09311 0.38519
O -1.19593 -1.37315 0.34652
C -1.29128 -4.12250 1.39054
C -1.56106 -3.34971 2.69434
C -2.50939 -4.01210 0.46408
C -1.07114 -5.59706 1.73811
C 3.47367 -4.33905 -0.48717
C 3.65288 -4.21687 -2.01047
C 3.37034 -5.82793 -0.15671
C 4.70908 -3.75152 0.21672
C 1.14840 2.21446 0.27560
O -0.12574 2.17444 0.48242
C 1.92232 3.40151 0.09390
C 3.25229 3.25088 -0.22941
C 1.30100 4.79153 0.19146
C 0.50365 5.03943 -1.09922
C 0.36052 4.90546 1.39950
C 2.37358 5.87724 0.33440
H 7.03914 0.63514 -1.02567
H 5.48215 -0.02232 -1.49919
H 5.93196 0.09062 0.22110
H 6.58114 2.59718 -2.41946
H 5.20455 3.64887 -2.12517
H 4.95664 2.04449 -2.82318
H 7.26387 2.79616 0.05737
H 6.08864 2.41909 1.31731
H 5.89644 3.86747 0.32483
H 3.73144 -0.08220 -0.03772
H 3.11477 -1.71186 -0.68123
H 1.13105 -5.20614 0.70911
H -1.80961 -2.30987 2.47998
H -0.68403 -3.37590 3.33922
H -2.39323 -3.80373 3.22607
H -2.74006 -2.97160 0.24490
H -3.37258 -4.46832 0.94248
H -2.31789 -4.53163 -0.47172
H -0.23904 -5.72594 2.42594
H -0.89651 -6.19039 0.84442
H -1.96556 -5.98249 2.22172
H 2.76999 -4.59083 -2.52510
H 4.50843 -4.81194 -2.32237
H 3.82614 -3.18749 -2.31492
H 2.54302 -6.28843 -0.69092
H 3.25870 -6.00161 0.91029
H 4.28318 -6.32210 -0.47957
H 4.92794 -2.74428 -0.13007
H 5.57763 -4.36879 0.00361
H 4.56382 -3.72116 1.29451
H 3.83429 4.13826 -0.40693
H -0.36082 4.38058 -1.14188
H 1.12304 4.86556 -1.97686
H 0.15304 6.06816 -1.12714
H -0.45040 4.18280 1.34147
H -0.07707 5.90243 1.42965
H 0.90864 4.74318 2.32522
H 2.94453 6.00318 -0.58175
H 3.05114 5.65152 1.15585
H 1.89570 6.82987 0.54681
C -2.93618 2.82232 -1.73839
C -2.30328 1.55925 -2.26913
C -0.90383 1.37302 -2.21018
C -0.31090 0.24318 -2.80145
C 1.17416 0.20296 -3.00923
C -1.12987 -0.74682 -3.33876
C -2.50457 -0.56954 -3.42886
C -3.37644 -1.58652 -4.08856
C -3.06515 0.60719 -2.93204
H -2.71071 3.66717 -2.39035
H -2.55797 3.06300 -0.73867
H -4.01882 2.72890 -1.69162
H -0.26280 2.22839 -1.98962
H 1.38013 0.31870 -4.07293
H 1.60332 -0.74622 -2.69733
H 1.66912 1.01352 -2.47882
H -0.68331 -1.63258 -3.76965
H -4.37140 -1.58669 -3.64830
H -2.94945 -2.58209 -3.99932
H -3.48014 -1.35989 -5.15014
H -4.11283 0.80032 -3.10525
N -5.20417 0.52606 2.30452
C -6.22642 0.89825 1.40406
C -7.33183 1.60349 1.84943
C -8.34000 1.95095 0.95887
C -8.24639 1.59429 -0.37155
C -7.12001 0.92396 -0.83390
C -6.11507 0.58706 0.05274
S -4.61335 -0.21232 -0.49594
N -3.49924 0.24889 0.70964
C -3.90959 0.37911 1.94033
C -2.87758 0.31965 2.99588
C -3.17582 -0.02093 4.31771
C -2.14278 -0.14398 5.23383
C -0.84279 0.07880 4.80363
C -0.62986 0.41709 3.47398
N -1.61154 0.52689 2.57875
H -5.41394 0.70493 3.27660
H -7.41142 1.88651 2.88820
H -9.19651 2.49965 1.31637
H -9.03650 1.84831 -1.06011
H -7.03468 0.65263 -1.87328
H -4.18609 -0.22639 4.63335
H -2.34458 -0.39965 6.26240
H -0.01178 -0.01369 5.48350
H 0.37560 0.61933 3.11027

Properties
**Relative energy (zero: lowest compared OMol25 entry of this formula, charge and spin)**: 47.3 kJ/mol
**LUMO**: -7.43 eV
**Net charge**: +2
**HOMO energy**: -12.6 eV

---

# 4
The following is a quantum chemistry calculation of a structure of composition C49H62F2GeN7PRe in a non-equilibrium geometry, from the OMol25 dataset.

Positions of all 123 atoms, in Å:
Re -0.47856 -0.71443 0.12400
F 0.90503 0.48470 5.22343
C 0.10445 -0.20283 4.41825
C 0.20672 0.00473 3.04899
C -0.60755 -0.72795 2.21222
C -1.56712 -1.62074 2.72569
C -1.62550 -1.77655 4.11053
F -2.52060 -2.60954 4.64408
C -0.79278 -1.09390 4.97226
C -2.46367 -2.24575 1.75438
C -3.46523 -3.17594 2.01437
C -4.23945 -3.65639 0.97578
C -4.02543 -3.19935 -0.32232
C -3.02197 -2.28813 -0.52516
N -2.25438 -1.82178 0.48005
H 0.88850 0.74814 2.66870
H -0.85525 -1.24385 6.04128
H -3.63486 -3.51996 3.02117
H -5.01168 -4.38759 1.17487
H -4.63089 -3.53791 -1.15012
H -2.81093 -1.88831 -1.50912
N 1.33901 -0.66647 -0.04716
P 2.66487 -1.64728 0.01182
N 2.34243 -3.11615 0.63089
C 2.75663 -4.40336 0.05096
C 1.52367 -5.22214 -0.31052
C 0.64269 -5.41554 0.92330
C 0.27700 -4.06327 1.53647
C 1.53591 -3.26301 1.84836
N 3.21067 -1.84638 -1.50947
C 2.31089 -2.09085 -2.63352
C 2.37782 -0.91996 -3.61080
C 3.81972 -0.73168 -4.08990
C 4.77567 -0.56145 -2.90885
C 4.62053 -1.70227 -1.91107
N 3.80656 -0.92853 0.90168
C 4.52784 -1.56673 2.01980
C 4.33786 -0.78113 3.30916
C 4.77536 0.66919 3.11565
C 4.00971 1.30227 1.95724
C 4.17446 0.48632 0.68418
H 3.34555 -4.94123 0.80091
H 3.39664 -4.22851 -0.81046
H 1.82852 -6.18421 -0.72350
H 0.96045 -4.69161 -1.08814
H 1.19266 -5.99858 1.66767
H -0.25472 -5.98106 0.67295
H -0.31694 -4.19461 2.44317
H -0.33425 -3.50381 0.80902
H 2.12602 -3.78759 2.60718
H 1.30458 -2.27505 2.25522
H 1.30450 -2.26035 -2.23884
H 2.61985 -3.01104 -3.14088
H 2.03590 -0.01147 -3.09672
H 1.72739 -1.11087 -4.47274
H 3.88872 0.12890 -4.75513
H 4.11401 -1.61176 -4.66894
H 4.58200 0.39007 -2.40571
H 5.80473 -0.54131 -3.26865
H 5.22802 -1.54225 -1.02335
H 4.93983 -2.64547 -2.36709
H 5.59206 -1.59038 1.76223
H 4.19423 -2.59641 2.11837
H 4.91776 -1.25645 4.10081
H 3.28153 -0.81593 3.60055
H 5.84858 0.69912 2.90613
H 4.61112 1.24044 4.02905
H 4.34984 2.32250 1.77504
H 2.95098 1.34271 2.21005
H 5.22343 0.51166 0.36997
H 3.56512 0.88704 -0.12629
N -1.58901 1.35461 -4.99389
C -1.46090 -0.14340 -5.04010
C -1.68812 -0.72149 -3.64486
N -0.80568 -0.13859 -2.62559
C -0.88393 1.32984 -2.64292
C -0.61955 1.94471 -4.00445
H -2.54069 1.60673 -4.71105
H -1.44364 1.75488 -5.92353
H -0.45792 -0.36562 -5.40385
H -2.18367 -0.53219 -5.75557
H -1.53692 -1.79950 -3.69551
H -2.72551 -0.54266 -3.34475
H 0.15514 -0.40956 -2.81754
H -0.17110 1.73721 -1.93094
H -1.87914 1.62639 -2.30567
H 0.38412 1.72408 -4.36814
H -0.76045 3.02595 -3.97045
C -1.02503 0.94394 0.22414
Ge -2.00194 2.65040 0.54748
C -3.84888 2.05678 0.48208
C -4.78509 2.66014 1.31907
C -6.13797 2.36681 1.18605
C -6.56582 1.47388 0.21556
C -5.63832 0.83845 -0.60205
C -4.28949 1.12863 -0.46436
C -1.56321 3.41246 2.25610
C -1.78391 2.68802 3.43028
C -1.61788 3.29986 4.66239
C -1.23893 4.63565 4.72813
C -1.02234 5.35995 3.56565
C -1.18196 4.75127 2.32688
C -1.58565 3.80547 -0.95696
C -0.26931 4.19475 -1.21701
C 0.01523 5.05492 -2.26983
C -1.01555 5.53505 -3.07079
C -2.32784 5.15545 -2.81865
C -2.61332 4.29325 -1.76388
H -4.46241 3.36452 2.07699
H -6.85790 2.83738 1.84217
H -7.62155 1.27228 0.09353
H -5.97619 0.11892 -1.33839
H -3.56108 0.60871 -1.08365
H -2.10345 1.65202 3.38366
H -1.79721 2.74300 5.57309
H -1.12179 5.11474 5.69089
H -0.73619 6.40167 3.62013
H -1.01611 5.32612 1.42361
H 0.53859 3.83771 -0.58542
H 1.03420 5.37110 -2.45213
H -0.79666 6.22399 -3.87612
H -3.13199 5.55240 -3.42516
H -3.64236 4.01815 -1.55804

Properties
**Relative energy (zero: lowest compared OMol25 entry of this formula, charge and spin)**: 32.6 kJ/mol
**LUMO**: -9.10 eV
**Net charge**: +3
**HOMO energy**: -15.3 eV

---

Number 1: molecular weight 983.008 g mol⁻¹. Number 2: molecular weight 869.343 g mol⁻¹. Number 3: molecular weight 815.076 g mol⁻¹. Number 4: molecular weight 1076.871 g mol⁻¹.